<1>
# C5H8N3O2

A cluster of 3 separate species, C5H8N3O2 in total (wB97M-V/def2-TZVPD, the OMol25 dataset).

XYZ file:
```
18
Properties=species:S:1:pos:R:3
O -0.51583 -1.41326 -5.59351
O -0.47741 -0.30763 -3.59112
N -1.40011 -0.99494 1.06286
N 0.63542 0.34273 1.19090
N -0.47562 0.39956 -0.71471
C 0.70663 0.41441 -0.12278
C -0.72422 0.13588 1.55276
C -1.49500 0.19213 0.26633
C -0.49438 -0.85300 -4.60644
C 1.72671 0.40442 2.12371
H 1.36683 0.83072 3.05890
H 2.52964 1.02151 1.72547
H 1.63924 0.48497 -0.65933
H -0.62179 0.43786 -1.71785
H -0.87357 -1.79201 0.72535
H -2.47076 0.61678 0.08793
H 2.11507 -0.59669 2.33012
H -1.17086 0.67656 2.88140
```

Computed properties:
- net charge = +1
- orbital gap (eV) = 10.87
- HOMO level (eV) = -14.378


<2>
# C5H8N3O2

The ion C5H8N3O2 with charge +1 (wB97M-V/def2-TZVPD, the OMol25 dataset).

XYZ file:
```
18
Properties=species:S:1:pos:R:3
O -3.89877 0.53710 0.42100
O -0.27086 -2.04972 -0.44514
N -0.57531 0.22516 -0.21758
N -1.63575 1.07291 0.10845
N -2.27378 -1.07750 -0.12788
C -0.92864 -1.02408 -0.15402
C -2.79927 0.28756 0.12164
C 0.89549 0.81360 -0.47650
C 2.66467 -0.11507 0.87491
C 2.32421 0.18433 -0.33911
H 0.83400 1.57379 -1.31164
H 1.99832 -0.01194 1.71609
H -2.86512 -1.89785 -0.04943
H 0.99021 1.42096 0.41139
H -1.63722 2.12530 0.16816
H 2.91690 0.11704 -1.17386
H 3.68573 -0.23846 1.21452
H 0.57521 -1.94314 -0.74098
```

Computed properties:
- structure (SMILES) = C=CC[n+]1[nH]c(=O)[nH]c1O
- net charge = +1
- orbital gap (eV) = 10.64
- HOMO level (eV) = -14.067


Ordering by calculated energy gives the sequence <1>, <2>, with the first entry being the most stable.